# C3H9O2PS

The molecule C3H9O2PS in a non-equilibrium geometry (ωB97M-V/def2-TZVPD, OMol25).

Element x y z (Å)
C  -2.9007  -0.7965  0.5234
C  2.1958  1.3647  0.2857
C  1.3373  -1.1651  -0.6049
O  -1.3798  1.9094  0.1371
O  -1.6645  -0.8433  -0.2441
P  0.8814  0.0686  0.6413
S  -0.6964  0.8939  -0.6179
H  -2.7526  -1.3689  1.3515
H  -3.6844  -1.2535  0.0262
H  -3.0800  0.3382  0.6241
H  2.3954  1.9597  1.1583
H  1.9256  1.9810  -0.5850
H  3.0613  0.9314  0.1454
H  2.3086  -1.4709  -0.2740
H  1.5305  -0.7638  -1.7575
H  0.5225  -1.7849  -0.8095

Properties
**SMILES**: COS(=O)#P(C)C
**E_HOMO**: -9.07 eV
**Orbital gap**: 9.04 eV
**E_LUMO**: 0.0 eV
**Max |F|**: 5.47 eV/A
**Calculated total energy**: -1009.6025 a.u.
**ΔE to the lowest compared entry with this formula, charge and spin**: 97.93 kcal/mol
**Spin multiplicity**: 1

***

# C3H9O2S

A cluster of 2 separate species, C3H9O2S in total in a non-equilibrium geometry (ωB97M-V/def2-TZVPD, OMol25).

Element x y z (Å)
C  0.3710  -0.0118  1.2589
O  -0.9244  -0.2717  1.5728
C  0.9706  -0.6000  -0.0545
C  0.2105  -0.1057  -1.2682
S  1.1409  -0.2575  -2.8522
H  0.6206  1.0722  1.1966
H  0.9848  -0.4531  2.0913
H  1.0461  -1.7036  -0.0259
H  2.0221  -0.2776  -0.0584
H  -0.6697  -0.7067  -1.5285
H  -0.0156  0.9599  -1.0840
H  1.5999  -1.4583  -2.3491
H  -3.1683  1.3473  1.2591
H  -1.8486  0.7609  0.9154
O  -2.3399  1.7059  0.9266

Properties
**E_HOMO**: -3.32 eV
**Orbital gap**: 6.51 eV
**E_LUMO**: 3.2 eV
**Max |F|**: 1.53 eV/A
**Calculated total energy**: -668.3642 a.u.
**ΔE to the lowest compared entry with this formula, charge and spin**: 18.56 kcal/mol
**Net charge**: -1
**Spin multiplicity**: 1

***

# C3H9O3

A cluster of 2 separate species, C3H9O3 in total in a non-equilibrium geometry (ωB97M-V/def2-TZVPD, OMol25).

Element x y z (Å)
C  0.0027  0.1637  0.8458
C  0.6604  0.5663  -0.4445
O  -0.2123  1.4790  -1.2216
C  0.8568  -0.9015  1.6206
O  0.3093  -1.3448  2.7580
H  -0.9505  -0.3046  0.6325
H  -0.1137  1.0059  1.4778
H  1.6150  1.0687  -0.2410
H  0.8806  -0.3548  -1.0566
H  0.2994  1.7528  -2.0764
H  1.0543  -1.7398  0.8384
H  1.8879  -0.3817  1.7710
H  -2.2811  -1.0016  -1.2523
H  -1.6832  0.3358  -1.7067
O  -2.3256  -0.3434  -1.9451

Properties
**E_HOMO**: -2.44 eV
**Orbital gap**: 5.82 eV
**E_LUMO**: 3.4 eV
**Max |F|**: 2.88 eV/A
**Calculated total energy**: -345.3970 a.u.
**ΔE to the lowest compared entry with this formula, charge and spin**: 22.95 kcal/mol
**Net charge**: -1
**Spin multiplicity**: 1